Entry 1:
Density functional theory data (wB97M-V/def2-TZVPD) for a cluster of 2 separate species, C4H7N3O3 in total in a non-equilibrium geometry.

For the HOMO energy, the calculation gives -9.58 eV. As for the energy relative to the best compared isomer or geometry (same formula, charge and spin): 3.1591 eV. As for the SMILES: O=C1NC=NC/C1=N/O.O. The orbital gap comes out at 0.35728 Ha. Its LUMO energy is 0.14 eV. Its maximum force is 4.32 eV Å⁻¹.

Element x y z (Å)
H  2.9373  -1.0327  2.2867
H  -1.1657  2.1865  0.0183
H  -0.2633  -1.4952  -1.2886
C  -0.0670  0.5024  0.8016
H  -2.5817  -0.6345  1.6099
N  -0.7518  1.3224  -0.3116
N  0.3796  0.3071  -2.1123
N  1.9474  -0.9457  0.7253
C  0.8932  -0.4777  0.1808
C  -0.2942  1.2677  -1.6211
H  -0.5681  2.1329  -2.2313
H  1.4758  -1.4199  -1.6471
O  -2.2018  -0.9145  0.7711
O  2.0227  -0.8180  2.0756
H  -2.3389  -0.0849  0.0734
C  0.6278  -0.8423  -1.2596
O  -0.0512  0.9464  1.9289

List of Löwdin charges in e, atom by atom:
1 H 0.11
2 H 0.13
3 H 0.13
4 C -0.33
5 H 0.04
6 N 0.07
7 N 0.04
8 N 0.06
9 C -0.21
10 C -0.23
11 H 0.12
12 H 0.12
13 O -0.11
14 O 0.00
15 H 0.13
16 C -0.17
17 O 0.10

***

Entry 2:
Density functional theory data (wB97M-V/def2-TZVPD) for a cluster of 2 separate species, C4H7N3O3 in total in a non-equilibrium geometry.

For the HOMO energy, the calculation gives -8.69 eV. As for the energy relative to the best compared isomer or geometry (same formula, charge and spin): 1.1451 eV. As for the SMILES: Nc1cn[nH]c1.O=C(O)O. The orbital gap comes out at 0.34606 Ha. Its LUMO energy is 0.73 eV. Its maximum force is 4.56 eV Å⁻¹.

Element x y z (Å)
C  0.0211  -1.2809  -1.0577
H  -0.5537  0.5812  1.3949
N  -1.5863  -3.1285  -1.0566
O  0.3605  2.6550  1.6148
H  0.6318  -1.7981  -1.8216
H  -2.5278  -3.0075  -1.2543
H  1.3140  1.2926  -0.3498
C  1.3962  2.8180  1.0596
H  -0.9280  -3.5067  -1.7614
N  0.3969  -0.2004  -0.4116
O  1.9049  2.0863  0.1017
O  2.1010  3.9168  1.2888
C  -1.3943  -1.1496  0.5325
C  -1.0576  -1.9213  -0.5921
H  2.6563  4.0729  0.4745
H  -2.2352  -1.2796  1.2707
N  -0.4997  -0.1500  0.5674

List of Löwdin charges in e, atom by atom:
1 C -0.16
2 H 0.20
3 N 0.09
4 O 0.10
5 H 0.13
6 H 0.06
7 H 0.15
8 C -0.74
9 H 0.10
10 N 0.02
11 O 0.07
12 O 0.13
13 C -0.04
14 C -0.35
15 H 0.15
16 H 0.14
17 N -0.04

***

Entry 3:
Density functional theory data (wB97M-V/def2-TZVPD) for a cluster of 2 separate species, C4H7N3O5 in total in a non-equilibrium geometry.

For the HOMO energy, the calculation gives -7.35 eV. As for the energy relative to the best compared isomer or geometry (same formula, charge and spin): 9.5578 eV. The orbital gap comes out at 0.15978 Ha. Its LUMO energy is -3.00 eV. Its maximum force is 5.40 eV Å⁻¹.

Element x y z (Å)
C  -1.3688  1.0601  1.4096
O  0.0729  -3.1916  -0.6093
C  -1.4967  0.1394  0.0189
N  0.4358  1.6635  -0.2839
H  -2.0278  -0.8980  0.1161
C  0.1393  0.1629  -0.3081
H  1.1274  2.1390  -0.9120
H  -0.9778  0.5164  2.3698
H  -1.9128  0.8374  -0.8322
N  0.6760  -3.1134  -1.6923
H  0.5388  -0.4841  -1.1971
O  0.9802  -0.2961  0.8471
O  0.4893  -2.1379  -2.4382
N  2.2571  0.1095  0.6268
C  -0.3847  2.2173  0.7073
O  2.8182  0.3806  1.6869
O  1.4660  -4.0108  -2.0295
H  -2.4239  1.5514  1.5365
H  -0.4084  3.3541  0.9837

List of Löwdin charges in e, atom by atom:
1 C -0.08
2 O -0.08
3 C -0.04
4 N 0.11
5 H 0.15
6 C -0.20
7 H 0.19
8 H 0.15
9 H 0.14
10 N -0.65
11 H 0.15
12 O -0.10
13 O -0.11
14 N -0.03
15 C 0.11
16 O 0.04
17 O -0.04
18 H 0.12
19 H 0.16